{
  "formula": "C23H30BCl7N2O7P2",
  "method": "ωB97M-V with the def2-TZVPD basis set",
  "orbital_gap_ev": 7.5,
  "homo_ha": -0.3283,
  "largest_force_ha_per_bohr": 0.0599,
  "smiles": "[H]/N=C\\CC1=C(P(=O)(O)O)C(=O)c2c(CB(O)O)c(CCCCl)c([PH2]=N)c(/C(Cl)=C(\\C)Cl)c2C1=O.ClCCCl.ClCCCl",
  "e_lumo_ha": -0.0513,
  "elements": ["H", "N", "C", "C", "C", "C", "P", "O", "O", "O", "C", "O", "C", "C", "C", "B", "O", "O", "C", "C", "C", "C", "Cl", "C", "P", "N", "C", "C", "Cl", "C", "C", "Cl", "C", "C", "O", "H", "H", "H", "H", "H", "H", "H", "H", "H", "H", "H", "H", "H", "H", "H", "H", "H", "H", "H", "H", "H", "Cl", "C", "C", "Cl", "H", "H", "H", "H", "Cl", "C", "C", "Cl", "H", "H", "H", "H"],
  "xyz": [[-0.81725, -3.29745, -3.49130], [-0.61996, -4.28401, -3.29428], [-0.61346, -4.51264, -2.06200], [-0.89846, -3.40793, -0.99543], [-0.17998, -2.06498, -1.27696], [-0.82303, -0.95028, -1.67632], [-2.65355, -0.86877, -1.95342], [-2.91036, 0.25785, -2.86834], [-3.27032, -2.24225, -2.62881], [-3.34503, -0.47212, -0.49646], [0.04061, 0.33833, -1.87378], [-0.13886, 1.10709, -2.74970], [1.18932, 0.48760, -0.84112], [1.56826, 1.76553, -0.28709], [0.80047, 3.01123, -0.78845], [1.57687, 3.63358, -2.05148], [2.90349, 3.28418, -2.38220], [0.94466, 4.56589, -2.89102], [2.63108, 1.77484, 0.69718], [3.03196, 3.14191, 1.34911], [1.78569, 3.59397, 2.23865], [1.95654, 3.25034, 3.74573], [0.31497, 3.32149, 4.56160], [3.34083, 0.56840, 1.10659], [4.71579, 0.54285, 2.35936], [6.12702, 0.56630, 1.64411], [2.95567, -0.71789, 0.53989], [3.63811, -2.03773, 0.90514], [4.87697, -2.73559, -0.19437], [3.31978, -2.71951, 2.01305], [2.22191, -2.17859, 2.98636], [4.15992, -4.26049, 2.37431], [1.87982, -0.72210, -0.40135], [1.36096, -2.04552, -1.03117], [2.04741, -2.95214, -1.33770], [-0.41466, -5.54367, -1.69205], [-0.46802, -3.77381, -0.02436], [-1.98390, -3.26145, -0.78132], [-4.00515, -2.57976, -2.09047], [-4.06149, -1.08280, -0.25949], [-0.23384, 2.70620, -1.07700], [0.67680, 3.80375, -0.01439], [2.86932, 2.35785, -2.66911], [0.20617, 4.15263, -3.36017], [3.21389, 3.87984, 0.54139], [3.92076, 3.04544, 2.00596], [0.83508, 3.12135, 1.89328], [1.65345, 4.68794, 2.05261], [2.55251, 4.04595, 4.25157], [2.45248, 2.27989, 3.94657], [4.52400, -0.66560, 3.10205], [4.49056, 1.60354, 3.27889], [6.58142, -0.30746, 1.92926], [1.26547, -1.90757, 2.45511], [1.97828, -3.03360, 3.65874], [2.60047, -1.29420, 3.54578], [-7.18025, 0.36369, -2.41547], [-6.13972, 1.01730, -3.71238], [-6.63087, 2.35272, -4.21588], [-8.16971, 2.21520, -5.10671], [-6.09436, 0.27962, -4.51132], [-5.13957, 1.12445, -3.29139], [-5.90219, 2.77417, -4.90787], [-6.77490, 3.05917, -3.40024], [-0.52142, -1.52438, 2.38375], [-2.21838, -1.57892, 2.94950], [-2.85018, -2.93372, 2.74031], [-3.10446, -3.30176, 1.01615], [-2.77022, -0.79520, 2.43280], [-2.20157, -1.34026, 4.01252], [-3.83047, -2.95859, 3.21572], [-2.24315, -3.72932, 3.16929]]
}